6 unconnected molecules or ions with the total composition C21H55B2ClN2O9. Source: OMol25; level of theory: ωB97M-V/def2-TZVPD.

XYZ file:
```
90
Properties=species:S:1:pos:R:3
C -2.25800 -5.04752 0.06412
C -2.61430 -3.57077 -0.17884
B -4.15259 -3.35074 -0.52645
O -4.83530 -4.37488 -1.15696
N -4.76345 -2.09313 -0.11793
B -6.05953 -1.81608 -0.79783
N -7.08826 -1.06815 -0.03240
O -6.31777 -2.19856 -2.09255
C -3.94723 -0.96828 -0.36094
O -4.03633 -0.34220 -1.36247
O -3.13900 -0.68808 0.61384
C -2.63776 0.66089 0.64590
C -1.20830 0.73964 0.17278
C -1.01154 0.15881 -1.20925
Cl 0.71709 0.02202 -1.64372
H -2.76228 -5.71483 -0.61385
H -1.19041 -5.17993 -0.00048
H -2.51762 -5.30821 1.07831
H -1.97052 -3.11812 -0.92337
H -2.41211 -3.04372 0.74244
H -4.72502 -4.19745 -2.10270
H -7.13477 -0.13480 -0.42790
H -7.99469 -1.50941 -0.12254
H -6.57397 -1.43509 -2.62133
H -3.28962 1.36700 0.15793
H -2.61691 0.92641 1.69002
H -0.57615 0.16818 0.84424
H -0.85728 1.76284 0.21832
H -1.41757 -0.82771 -1.27513
H -1.52579 0.74421 -1.94748
C 2.86097 1.14233 1.92643
C 1.64583 1.55434 2.73638
C 2.04226 2.05662 4.11455
O 0.74591 0.44689 2.85209
H 3.39761 0.32368 2.41376
H 2.54656 0.78323 0.94654
H 3.55277 1.97548 1.79367
H 1.10157 2.33733 2.20509
H 2.55142 1.27060 4.67934
H 1.15946 2.34477 4.68816
H 2.70938 2.91550 4.03918
H 1.20422 -0.25944 3.32136
C 6.13094 4.17814 1.38740
C 4.97728 4.65714 2.25227
C 5.10235 6.13861 2.57222
O 4.92441 3.90049 3.46509
H 7.08390 4.31098 1.90881
H 6.03001 3.11400 1.16912
H 6.16924 4.72310 0.44493
H 4.03358 4.47384 1.73564
H 6.02218 6.33352 3.13051
H 4.26974 6.46796 3.19518
H 5.11623 6.73917 1.66165
H 5.74964 4.04598 3.94154
C -2.17571 -1.95822 4.39393
C -2.05755 -3.36767 3.83496
C -2.15612 -4.41515 4.93392
O -0.81449 -3.50835 3.14534
H -1.36495 -1.75667 5.10021
H -2.09693 -1.22326 3.59182
H -3.12718 -1.81323 4.90793
H -2.84421 -3.53714 3.09793
H -1.34558 -4.28937 5.65748
H -2.06275 -5.41764 4.51498
H -3.10724 -4.34588 5.46401
H -0.11435 -3.36294 3.79202
C 4.54305 6.54459 -3.36022
C 5.80113 5.80735 -2.92695
C 6.46720 5.10838 -4.10223
O 5.48284 4.85560 -1.91070
H 3.81118 5.84446 -3.77210
H 4.07520 7.03683 -2.50702
H 4.76570 7.29729 -4.11777
H 6.50104 6.51257 -2.47713
H 5.79448 4.36414 -4.53695
H 7.36423 4.58187 -3.77535
H 6.74489 5.82002 -4.88100
H 4.86318 4.21872 -2.28549
C -3.72084 -3.72993 -5.09501
C -2.43195 -4.42850 -4.68520
C -1.89729 -5.30739 -5.80528
O -2.65605 -5.21375 -3.51359
H -4.49873 -4.46386 -5.32466
H -4.09530 -3.10440 -4.28145
H -3.56954 -3.10074 -5.97311
H -1.68259 -3.68332 -4.41553
H -2.61907 -6.08948 -6.05684
H -0.97745 -5.80344 -5.49502
H -1.69275 -4.72366 -6.70396
H -3.31592 -5.88440 -3.72668
```

The HOMO-LUMO gap comes out at 10.10 eV. Its SMILES is CCB(O)N(B(N)O)C(=O)OCCCCl.CC(C)O.CC(C)O.CC(C)O.CC(C)O.CC(C)O. Its HOMO energy is -9.65 eV. As for the LUMO energy: 0.446 eV. The charge is 0.